Computed, not measured: a structure of composition C39H30BrF9IrN5O3P, with wB97M-V/def2-TZVPD.

```
89
Properties=species:S:1:pos:R:3:lowdin_charge:R:1
Ir -0.0686 -2.0487 0.4704 1.159
N -1.0380 -3.7019 1.8932 -0.072
C -0.2953 -4.0954 3.1010 -0.231
C 1.1130 -4.5787 2.7730 -0.097
C 2.0954 -3.4261 2.5027 -0.658
O 3.1368 -3.3731 3.1342 0.053
O 1.7415 -2.5593 1.6078 -0.279
H -1.9674 -3.3734 2.1268 0.086
H -1.1555 -4.5000 1.2782 0.085
H -0.8182 -4.9037 3.6207 0.119
H -0.2526 -3.2361 3.7734 0.123
H 1.0833 -5.2329 1.8954 0.113
H 1.5247 -5.1350 3.6111 0.121
Br 2.5516 1.0403 -7.8140 0.799
C 0.7695 0.7009 -7.2991 -0.675
C -0.2477 1.5497 -7.7258 -0.103
C -1.5416 1.3192 -7.3144 0.005
C -1.8297 0.2501 -6.4514 -0.270
C -0.8009 -0.6400 -6.0852 -0.007
C 0.4892 -0.4065 -6.5025 -0.113
N -3.1280 0.1146 -6.0355 0.123
N -3.6264 -0.6146 -5.1778 0.131
C -3.3373 -0.9587 -3.9372 -0.208
C -4.0146 -2.0884 -3.3901 0.030
C -3.5965 -2.6829 -2.2466 0.022
C -2.4373 -2.2182 -1.5465 -0.326
O -1.9828 -2.8024 -0.5463 -0.097
C -1.8072 -0.9853 -2.0231 -0.139
N -0.7395 -0.5435 -1.3315 0.054
C -0.2324 0.6352 -1.6539 -0.104
C -0.8196 1.4775 -2.5968 0.003
C -1.8746 1.0123 -3.3445 0.024
C -2.3357 -0.2893 -3.1190 -0.078
H -0.0121 2.3752 -8.3823 0.111
H -2.3513 1.9651 -7.6261 0.125
H -1.0216 -1.5095 -5.4807 0.119
H 1.2885 -1.0792 -6.2239 0.107
H -4.8537 -2.4907 -3.9429 0.132
H -4.1118 -3.5497 -1.8569 0.127
H 0.6717 0.9375 -1.1488 0.092
H -0.4287 2.4759 -2.7355 0.125
H -2.3576 1.6475 -4.0737 0.129
N 0.9876 -3.6544 -1.0290 0.010
H 0.3599 -4.3087 -1.4836 0.049
H 1.6588 -4.1804 -0.4786 0.044
H 1.5114 -3.1701 -1.7496 0.048
F 4.0976 0.8600 7.4190 0.149
C 3.0192 1.5846 7.0979 -0.583
F 3.4398 2.8425 6.8436 0.143
F 2.2337 1.6526 8.1881 0.146
C 2.2796 1.0344 5.9088 -0.108
C 2.8189 0.0183 5.1364 0.026
C 2.1757 -0.3740 3.9731 -0.050
C 0.9915 0.2514 3.5847 -0.312
C 0.4170 1.2188 4.4104 -0.061
C 1.0651 1.6136 5.5682 0.003
P 0.3955 -0.0434 1.8725 1.012
C -1.0700 1.0471 1.7808 -0.375
C -2.1843 0.5735 2.4795 -0.099
C -3.3732 1.2773 2.4894 0.009
C -3.4638 2.4601 1.7655 -0.111
C -2.3845 2.9200 1.0300 0.010
C -1.1868 2.2179 1.0419 -0.072
C -4.7364 3.2616 1.7995 -0.583
F -5.8211 2.4765 1.9112 0.144
F -4.7481 4.1065 2.8474 0.153
F -4.8889 4.0044 0.6886 0.140
C 1.7782 0.8282 1.0296 -0.354
C 2.6073 0.0952 0.1780 -0.097
C 3.5916 0.7302 -0.5590 0.008
C 3.7389 2.1077 -0.4602 -0.109
C 2.9695 2.8373 0.4323 0.016
C 2.0116 2.1907 1.1998 -0.065
C 4.7105 2.7790 -1.3924 -0.584
F 4.2836 2.6428 -2.6720 0.133
F 4.8370 4.0893 -1.1559 0.151
F 5.9305 2.2277 -1.3325 0.157
H 3.7421 -0.4618 5.4295 0.131
H 2.6159 -1.1571 3.3670 0.084
H -0.5191 1.6925 4.1559 0.101
H 0.6355 2.3829 6.1963 0.131
H -2.1065 -0.3584 3.0296 0.109
H -4.2295 0.9141 3.0412 0.130
H -2.4697 3.8343 0.4583 0.128
H -0.3513 2.5997 0.4737 0.091
H 2.4691 -0.9738 0.0895 0.071
H 4.2349 0.1683 -1.2236 0.132
H 3.1095 3.9057 0.5237 0.128
H 1.4350 2.7581 1.9197 0.118
```

Output
Charge = +1
2S+1 = 5
HOMO (spin up / spin down) = -9.880 / -11.046 eV
Expectation value of S² = 6.05

=====

Computed, not measured: a structure of composition C39H30CuI2N3O3Si, with wB97M-V/def2-TZVPD.

```
79
Properties=species:S:1:pos:R:3:lowdin_charge:R:1
Cu -0.7001 -0.4949 0.4149 0.201
I -7.6938 -0.7330 2.8728 0.714
C -5.8797 -1.1108 1.8679 -0.756
C -5.3299 -2.3808 1.9001 -0.269
C -4.1280 -2.5871 1.2522 -0.637
I -3.2404 -4.4879 1.3041 0.804
C -3.3976 -1.5782 0.5539 -0.495
O -2.2829 -1.8126 -0.0008 -0.165
C -4.0353 -0.2886 0.5465 -0.145
C -3.3931 0.8303 -0.2306 -0.146
N -2.0670 1.1925 0.2633 -0.088
C -2.0216 1.8995 1.5220 -0.143
C -1.7389 0.9969 2.7158 -0.238
C -1.7230 1.5085 4.0078 -0.032
C -1.3639 0.6789 5.0552 -0.079
C -1.0434 -0.6427 4.7822 -0.071
C -1.1177 -1.0769 3.4712 -0.107
N -1.4568 -0.2776 2.4615 0.091
C -5.2371 -0.0786 1.1926 -0.140
H -5.8211 -3.1892 2.4236 0.066
H -4.0653 1.7013 -0.2222 0.116
H -3.2595 0.5285 -1.2690 0.110
H -1.5425 1.6404 -0.4823 0.076
H -2.9541 2.4519 1.7158 0.122
H -1.2121 2.6352 1.4873 0.128
H -1.9784 2.5470 4.1838 0.107
H -1.3343 1.0567 6.0700 0.096
H -0.7370 -1.3221 5.5661 0.097
H -0.8965 -2.1038 3.2013 0.115
H -5.6863 0.9078 1.1549 0.089
O 0.9895 -0.1585 -2.8778 0.036
C -0.0335 0.3181 -3.3394 -0.445
N -0.9915 1.0522 -2.6985 0.154
C -1.9762 1.3575 -3.5821 -0.477
O -2.9842 2.0271 -3.3739 0.004
C -1.6499 0.7617 -4.9419 -0.097
C -2.3077 0.7808 -6.1524 -0.030
C -1.6857 0.1620 -7.2388 -0.112
C -0.4452 -0.4518 -7.0945 -0.109
C 0.2021 -0.4724 -5.8579 -0.022
C -0.4266 0.1418 -4.7972 -0.092
H -3.2757 1.2566 -6.2546 0.106
H -2.1718 0.1651 -8.2081 0.084
H 0.0216 -0.9221 -7.9528 0.086
H 1.1654 -0.9505 -5.7263 0.110
C 3.6675 3.5822 -1.7205 -0.130
C 2.2849 3.5079 -1.6137 -0.104
C 1.6900 2.3991 -1.0246 -0.117
C 2.4423 1.3338 -0.5240 -0.285
C 3.8299 1.4359 -0.6402 -0.098
C 4.4394 2.5372 -1.2296 -0.116
Si 1.5529 -0.1762 0.2872 0.715
C 2.2131 0.0789 2.1046 -0.283
C 2.4705 1.3417 2.6517 -0.104
C 2.7670 1.5186 3.9991 -0.119
C 2.8260 0.4250 4.8524 -0.137
C 2.5844 -0.8436 4.3378 -0.124
C 2.2747 -1.0032 2.9945 -0.133
C 2.6430 -1.6911 -0.2200 -0.273
C 3.9278 -1.9502 0.2665 -0.129
C 4.6477 -3.0776 -0.1148 -0.120
C 4.0869 -3.9943 -0.9933 -0.133
C 2.8030 -3.7732 -1.4758 -0.106
C 2.0987 -2.6388 -1.0931 -0.107
H 4.1383 4.4383 -2.1917 0.081
H 1.6662 4.3053 -2.0116 0.091
H 0.6082 2.3353 -0.9943 0.069
H 4.4572 0.6342 -0.2670 0.083
H 5.5209 2.5756 -1.3141 0.085
H 2.4450 2.2101 2.0002 0.092
H 2.9561 2.5149 4.3864 0.085
H 3.0536 0.5594 5.9043 0.080
H 2.6307 -1.7086 4.9921 0.089
H 2.0776 -2.0018 2.6137 0.101
H 4.3732 -1.2679 0.9840 0.090
H 5.6453 -3.2428 0.2798 0.084
H 4.6419 -4.8782 -1.2895 0.081
H 2.3452 -4.4912 -2.1475 0.090
H 1.0978 -2.4729 -1.4743 0.085
```

Output
Charge = -2
HOMO = -1.640 eV

=====

Computed, not measured: a structure of composition C39H30N9O6Se2Y, with wB97M-V/def2-TZVPD.

```
87
Properties=species:S:1:pos:R:3:lowdin_charge:R:1
Y 0.4274 0.0409 1.6069 1.270
Se 3.5368 0.9549 8.7974 1.218
N 2.1571 0.0195 8.1899 -0.207
C 1.9679 0.3816 6.9478 -0.339
C 0.9183 -0.1660 6.0989 -0.067
C -0.0221 -1.0872 6.5653 0.049
C -0.9912 -1.5551 5.7059 0.001
C -0.9763 -1.1220 4.3857 -0.111
N -0.0899 -0.2431 3.9267 -0.035
C 0.8367 0.2532 4.7715 -0.150
C 1.7435 1.2933 4.2485 -0.136
N 1.5601 1.6993 2.9720 0.011
C 2.3083 2.6974 2.5071 -0.099
C 3.2845 3.3298 3.2667 -0.003
C 3.5040 2.8945 4.5552 0.048
C 2.7213 1.8576 5.0678 -0.067
C 2.8642 1.3749 6.4352 -0.340
N 3.7757 1.8142 7.2636 -0.209
H 0.0260 -1.4103 7.5970 0.134
H -1.7426 -2.2584 6.0342 0.126
H -1.6981 -1.5012 3.6712 0.125
H 2.1235 2.9964 1.4823 0.107
H 3.8575 4.1408 2.8409 0.124
H 4.2606 3.3428 5.1859 0.133
O -4.8757 1.7848 -0.9147 0.145
C -4.5276 2.6782 -0.0025 -0.489
O -5.1429 3.6881 0.1942 0.139
C -3.2831 2.4174 0.7967 -0.023
C -2.8330 3.3243 1.7372 0.041
N -1.6999 2.8344 2.2553 0.050
N -1.3695 1.6531 1.7237 -0.004
C -2.3285 1.3877 0.8305 -0.127
C -2.2487 0.0813 0.0962 -0.526
O -3.0523 -0.1926 -0.7763 0.097
O -1.2608 -0.6775 0.4617 -0.189
H -4.2623 1.0157 -0.9357 0.067
H -3.2640 4.2630 2.0447 0.157
H -1.1197 3.2432 2.9705 0.170
C 3.5083 -4.4136 0.2330 0.004
N 2.1706 -4.0299 -0.1961 -0.054
C 1.3262 -3.2263 0.4608 -0.667
Se 1.6043 -2.4187 2.1208 0.733
N 0.2024 -3.1075 -0.2741 0.121
C 0.3166 -3.8593 -1.4377 -0.177
C -0.5494 -4.0666 -2.5024 -0.005
C -0.0853 -4.8730 -3.5265 -0.058
C 1.1903 -5.4495 -3.4876 -0.051
C 2.0473 -5.2459 -2.4210 0.017
C 1.5792 -4.4382 -1.3946 -0.145
H 3.6185 -4.1858 1.2885 0.058
H 4.2555 -3.8669 -0.3400 0.111
H 3.6349 -5.4828 0.0793 0.106
H -0.6167 -2.5913 0.0381 0.125
H -1.5494 -3.6496 -2.5192 0.119
H -0.7257 -5.0748 -4.3740 0.114
H 1.5099 -6.0746 -4.3094 0.118
H 3.0300 -5.6956 -2.3947 0.123
C -3.3557 -1.6454 -5.7795 -0.035
O -2.4310 -1.0344 -4.8752 -0.087
C -2.5604 0.2968 -4.6486 -0.212
C -3.4562 1.1382 -5.2936 0.013
C -3.5121 2.4776 -4.9372 -0.034
C -2.6967 2.9871 -3.9354 -0.053
C -1.7995 2.1549 -3.2922 -0.027
C -1.7150 0.8240 -3.6662 -0.157
N -0.9010 -0.1277 -2.9941 0.173
C 0.1718 0.0025 -2.2822 0.026
C 1.0494 1.1208 -2.1908 -0.134
C 1.2567 1.9853 -3.2874 -0.023
C 2.2448 2.9315 -3.2601 -0.051
C 3.0647 3.0272 -2.1277 -0.033
C 2.8909 2.1909 -1.0481 -0.015
C 1.8719 1.2248 -1.0392 -0.318
O 1.6906 0.4590 0.0252 -0.261
H -4.3826 -1.4753 -5.4547 0.106
H -3.1358 -2.7079 -5.7588 0.095
H -3.2113 -1.2641 -6.7903 0.105
H -4.1103 0.7586 -6.0640 0.117
H -4.2139 3.1272 -5.4418 0.122
H -2.7713 4.0256 -3.6462 0.117
H -1.1792 2.5392 -2.4907 0.120
H -1.2969 -1.0619 -3.0502 0.153
H 0.4461 -0.8828 -1.7187 0.131
H 0.6540 1.8642 -4.1799 0.126
H 2.4097 3.5753 -4.1118 0.118
H 3.8632 3.7579 -2.1092 0.120
H 3.5618 2.2312 -0.2001 0.114
```

Output
Relative energy (zero: lowest compared OMol25 entry of this formula, charge and spin) = 0.0 kcal/mol
Charge = +2
HOMO = -13.028 eV

=====

Computed, not measured: a structure of composition C39H31AsN6PtS2Se, with wB97M-V/def2-TZVPD.

```
81
Properties=species:S:1:pos:R:3:lowdin_charge:R:1
Pt 0.4884 -0.0907 -0.3523 0.580
N -2.8657 -3.0817 5.4428 0.172
C -2.9882 -4.0752 6.3846 -0.181
C -3.9257 -4.3155 7.3849 -0.012
C -3.7304 -5.4449 8.1499 -0.067
C -2.6393 -6.3079 7.9349 -0.071
C -1.7105 -6.0659 6.9504 -0.003
C -1.8810 -4.9194 6.1667 -0.216
N -1.1176 -4.4314 5.1365 0.188
C -1.7269 -3.3497 4.7259 -0.287
C -1.2552 -2.5650 3.5991 -0.101
C -0.0007 -2.8381 3.0512 0.030
C 0.4364 -2.1188 1.9672 -0.129
N -0.2936 -1.1568 1.3798 -0.109
C -1.5080 -0.9028 1.8877 -0.105
C -2.0102 -1.5615 2.9893 0.029
H -3.4779 -2.2914 5.3452 0.158
H -4.7637 -3.6547 7.5622 0.114
H -4.4378 -5.6775 8.9341 0.111
H -2.5377 -7.1847 8.5596 0.109
H -0.8839 -6.7382 6.7669 0.116
H 0.6093 -3.6165 3.4865 0.125
H 1.4131 -2.3102 1.5444 0.062
H -2.1140 -0.1667 1.3938 0.094
H -2.9968 -1.2954 3.3411 0.120
C 4.7128 2.1391 -5.3709 -0.053
C 5.0317 2.2446 -4.0234 -0.061
C 4.0938 1.9095 -3.0611 -0.114
C 2.8295 1.4842 -3.4559 -0.342
C 2.5155 1.3401 -4.7997 -0.085
C 3.4645 1.6730 -5.7566 -0.053
As 1.4201 1.3970 -2.1066 1.273
C 1.3647 3.2655 -1.6160 -0.341
C 2.2675 3.9704 -0.8377 -0.132
C 2.0897 5.3356 -0.6564 -0.072
C 0.9988 5.9739 -1.2336 -0.045
C 0.0856 5.2616 -1.9973 -0.001
C 0.2670 3.8991 -2.2116 -0.194
C -0.5892 3.0383 -3.0541 -0.189
C -1.7297 3.4362 -3.7423 -0.002
C -2.4206 2.5168 -4.5193 -0.051
C -1.9977 1.1959 -4.6081 -0.061
C -0.8660 0.7847 -3.9170 -0.110
C -0.1685 1.7082 -3.1560 -0.344
H 5.4406 2.4164 -6.1212 0.117
H 6.0076 2.5999 -3.7210 0.115
H 4.3487 1.9871 -2.0107 0.098
H 1.5431 0.9832 -5.1094 0.097
H 3.2198 1.5797 -6.8059 0.117
H 3.1146 3.4756 -0.3771 0.107
H 2.8068 5.9024 -0.0782 0.117
H 0.8691 7.0395 -1.1005 0.119
H -0.7586 5.7709 -2.4434 0.118
H -2.0807 4.4583 -3.6846 0.119
H -3.2986 2.8352 -5.0655 0.118
H -2.5469 0.4919 -5.2188 0.116
H -0.5326 -0.2456 -3.9774 0.104
S 0.7447 -2.1857 -1.4658 0.645
C 2.3175 -2.6368 -1.0323 -1.064
N 2.8245 -3.8216 -1.3137 -0.032
C 4.1247 -4.1509 -0.7326 -0.182
C 4.8096 -2.8146 -0.4767 -0.360
S 3.4425 -1.6239 -0.1941 0.940
H 2.2603 -4.5296 -1.7636 0.161
H 4.6968 -4.7674 -1.4228 0.137
H 3.9826 -4.7106 0.1945 0.134
H 5.3680 -2.4666 -1.3432 0.091
H 5.4591 -2.8317 0.3933 0.093
Se -0.1170 3.1629 1.4862 1.235
N -0.5013 1.7278 0.4998 -0.386
C -1.7097 1.9278 -0.0626 -0.385
C -2.4211 1.0409 -0.9174 -0.067
C -3.6353 1.4254 -1.3964 -0.038
C -4.2314 2.6698 -1.0342 -0.044
C -3.6103 3.5312 -0.1928 0.006
C -2.3228 3.1838 0.3053 -0.361
N -1.6084 3.9510 1.1160 -0.195
H -2.0070 0.0736 -1.1714 0.091
H -4.1782 0.7626 -2.0572 0.123
H -5.2035 2.9184 -1.4383 0.120
H -4.0691 4.4571 0.1250 0.129
```

Output
Relative energy (zero: lowest compared OMol25 entry of this formula, charge and spin) = 18.7 kcal/mol
Charge = +2
HOMO = -12.196 eV

=====

Computed, not measured: a structure of composition C39H32BN10Tb, with wB97M-V/def2-TZVPD.

```
83
Properties=species:S:1:pos:R:3:lowdin_charge:R:1
Tb -0.2504 0.3988 -0.1711 1.587
C -1.4463 4.2420 2.0768 -0.053
C -1.7451 2.9633 1.5991 -0.146
N -0.9422 2.6433 0.5889 -0.084
N -0.1147 3.6883 0.4013 -0.038
C -0.4006 4.6640 1.2806 -0.076
B 0.8970 3.7528 -0.7634 -0.526
N 2.1049 2.7969 -0.5841 -0.037
C 3.3954 3.1667 -0.6436 -0.078
C 4.1717 2.0324 -0.7612 -0.048
C 3.2480 0.9846 -0.7599 -0.146
N 2.0052 1.4497 -0.6556 -0.054
N 0.1693 3.3290 -2.0478 -0.041
C -0.1124 4.1173 -3.0978 -0.075
C -0.8006 3.3677 -4.0270 -0.051
C -0.9114 2.1080 -3.4316 -0.131
N -0.3197 2.0866 -2.2388 -0.009
H -1.9273 4.7739 2.8786 0.095
H -2.4706 2.2508 1.9608 0.111
H 0.1530 5.5883 1.2778 0.120
H 1.3086 4.8714 -0.8645 0.120
H 3.6777 4.2061 -0.6215 0.120
H 5.2430 1.9668 -0.8349 0.094
H 3.4292 -0.0717 -0.8536 0.101
H 0.2023 5.1474 -3.1187 0.119
H -1.1761 3.6883 -4.9830 0.092
H -1.3706 1.2242 -3.8398 0.097
C 3.5751 -2.5764 1.5931 -0.042
C 2.7453 -1.4886 1.3007 -0.158
N 1.7696 -1.5063 0.4179 0.076
C 1.5494 -2.6630 -0.2635 -0.144
C 2.3060 -3.8419 0.0007 -0.158
C 3.3464 -3.7561 0.9473 -0.007
C 2.0022 -5.0551 -0.6427 -0.062
C 0.9362 -5.0967 -1.5001 -0.079
C 0.2043 -3.9461 -1.7977 -0.034
C 0.5192 -2.6948 -1.2676 -0.237
N -0.1345 -1.5307 -1.5821 -0.069
C -0.9210 -1.4792 -2.7134 -0.249
C -0.5922 -2.0801 -3.9244 -0.032
C -1.4671 -2.0853 -5.0135 -0.072
C -2.6991 -1.4878 -4.9374 -0.055
C -3.0513 -0.7947 -3.7650 -0.176
C -4.2717 -0.0950 -3.6341 -0.004
C -4.5400 0.6016 -2.4906 -0.041
C -3.5711 0.6322 -1.4767 -0.115
N -2.4249 -0.0019 -1.5547 0.019
C -2.1541 -0.7455 -2.6629 -0.194
H 4.3641 -2.4723 2.3249 0.107
H 2.9231 -0.5610 1.8359 0.103
H 3.9412 -4.6380 1.1540 0.118
H 2.6040 -5.9310 -0.4357 0.105
H 0.6533 -6.0364 -1.9591 0.105
H -0.6418 -4.0355 -2.4617 0.108
H 0.3733 -2.5580 -4.0114 0.119
H -1.1691 -2.5815 -5.9290 0.106
H -3.3933 -1.5209 -5.7675 0.108
H -4.9681 -0.1095 -4.4642 0.120
H -5.4706 1.1376 -2.3667 0.106
H -3.7415 1.2153 -0.5780 0.114
N 1.0210 1.3118 2.1605 0.069
C 0.5682 1.1177 3.4920 -0.247
C 0.7591 2.1308 4.4240 -0.043
C 0.3593 1.9775 5.7405 -0.095
C -0.2329 0.7881 6.1314 -0.094
C -0.4419 -0.2129 5.1963 -0.034
C -0.0613 -0.0774 3.8589 -0.132
C -0.4179 -1.1704 2.9071 -0.240
C -0.1902 -2.4796 3.3413 -0.066
C -0.6999 -3.5636 2.6459 -0.088
C -1.5078 -3.3274 1.5459 -0.099
C -1.6786 -2.0252 1.0931 -0.180
C -1.0933 -0.8875 1.6919 -0.214
H 1.5727 2.1566 2.0961 0.092
H 1.5712 0.5216 1.8587 0.019
H 1.2294 3.0559 4.1044 0.109
H 0.5156 2.7767 6.4533 0.099
H -0.5454 0.6426 7.1578 0.098
H -0.9512 -1.1197 5.4962 0.113
H 0.4061 -2.6474 4.2320 0.110
H -0.4984 -4.5745 2.9798 0.100
H -1.9835 -4.1530 1.0287 0.102
H -2.3188 -1.8950 0.2235 0.071
```

Output
Relative energy (zero: lowest compared OMol25 entry of this formula, charge and spin) = 12.6 kcal/mol
2S+1 = 7
HOMO (spin up / spin down) = -6.668 / -6.687 eV
Expectation value of S² = 12.08

=====

no.,F_max (eV/A)
1,1.0
2,0.5
3,1.2
4,1.6
5,0.7